1.
10
Properties=species:S:1:pos:R:3:mulliken_charge:R:1 method="wB97M-V/def2-TZVPD" multiplicity=1 smiles=CSS.O e_above_lowest_kcal_mol=9.1 total_charge=0 energy_ev=-24851.83137
C -1.43606 -0.56242 -1.04690 -0.791
S -0.78582 1.00279 -0.52872 -0.027
S -0.14315 0.46090 1.37387 -0.221
H -0.60648 -1.28737 -1.12155 0.250
H -1.92167 -0.60088 -2.01390 0.311
H -2.05651 -1.07697 -0.30961 0.325
H 1.05373 1.04285 1.40799 0.152
O 2.64520 -1.78235 -0.53462 -0.616
H 1.92748 -2.36924 -0.21322 0.314
H 2.85081 -1.39996 0.31044 0.303

***

2.
89
Properties=species:S:1:pos:R:3:mulliken_charge:R:1 method="wB97M-V/def2-TZVPD" multiplicity=7 e_above_lowest_kcal_mol=0.0 total_charge=+3 energy_ev=-83642.31246
Eu 0.69084 0.18401 1.14924 1.043
C -2.58441 -0.12754 -0.31585 -0.936
N -1.27202 -0.74231 -0.61768 -0.166
C -1.30773 -2.21890 -0.59431 -1.623
C -0.77393 -2.76269 0.69370 0.443
N 0.02974 -2.08313 1.49293 0.493
C 0.41006 -2.97672 2.50151 0.201
C 1.24842 -2.80162 3.60006 -0.215
C 1.46554 -3.89552 4.41251 -0.825
C 0.86537 -5.13577 4.14931 -0.646
C 0.02174 -5.31929 3.07231 -1.107
C -0.19396 -4.21316 2.25945 0.737
N -0.94145 -4.02847 1.10334 -0.013
C -2.55556 0.77150 0.88097 0.182
N -1.48223 1.05347 1.59899 0.121
C -1.88972 2.02006 2.52921 0.103
C -1.16347 2.71046 3.49621 -0.042
C -1.84173 3.64368 4.25510 -0.961
C -3.20890 3.88733 4.06646 -0.491
C -3.94027 3.21063 3.11099 -1.087
C -3.25077 2.27835 2.34681 0.648
N -3.63022 1.46361 1.28800 -0.067
H -3.34375 -0.89684 -0.15912 0.424
H -2.92129 0.47038 -1.16542 0.521
H -1.02687 -0.46246 -1.55880 0.302
H -0.67634 -2.60132 -1.39748 0.429
H -2.31410 -2.60205 -0.77853 0.532
H 1.72248 -1.84730 3.80244 0.373
H 2.11079 -3.80415 5.27606 0.491
H 1.06594 -5.96811 4.80998 0.449
H -0.45463 -6.27056 2.87466 0.491
H -1.52938 -4.72303 0.66796 0.254
H -0.11031 2.51259 3.64976 0.303
H -1.31490 4.19762 5.02088 0.476
H -3.69843 4.62528 4.68685 0.446
H -4.99844 3.39006 2.97407 0.439
H -4.55844 1.39902 0.89716 0.252
N 1.99066 0.88410 3.43305 -0.034
C 3.36542 0.41237 3.63232 -0.725
C 3.88776 0.33554 4.91364 -0.551
C 5.20539 -0.05167 5.10809 -0.774
C 6.00864 -0.35483 4.01801 -0.789
C 5.48842 -0.28337 2.73668 -0.351
C 4.15877 0.08610 2.53117 0.293
P 3.45371 0.17413 0.85106 1.216
C 4.86723 0.63078 -0.18973 0.692
C 5.31570 1.95006 -0.09621 -0.510
C 6.42009 2.35461 -0.82590 -0.799
C 7.06656 1.45209 -1.66146 -0.578
C 6.61386 0.14495 -1.76171 -0.795
C 5.51184 -0.27314 -1.02834 -0.192
C 3.09654 -1.57779 0.42718 0.388
C 3.55922 -2.67654 1.14565 -0.964
C 3.24688 -3.96034 0.72124 -0.718
C 2.48326 -4.15605 -0.42137 -0.771
C 2.01443 -3.06545 -1.14340 -1.164
C 2.29588 -1.77925 -0.70843 -0.057
H 2.05123 1.89879 3.36367 0.360
H 1.48454 0.71478 4.29918 0.433
H 3.27143 0.58607 5.77064 0.479
H 5.60678 -0.09596 6.11140 0.453
H 7.04128 -0.64155 4.16461 0.481
H 6.11099 -0.51686 1.88188 0.596
H 4.81390 2.64383 0.57142 0.540
H 6.78036 3.37149 -0.74062 0.457
H 7.92580 1.77088 -2.23613 0.427
H 7.12150 -0.55731 -2.40935 0.456
H 5.17035 -1.29737 -1.10478 0.413
H 4.17517 -2.53171 2.02377 0.483
H 3.61718 -4.81215 1.27728 0.517
H 2.27255 -5.15984 -0.76730 0.460
H 1.46782 -3.22331 -2.06527 0.735
H 1.99333 -0.91961 -1.31283 0.678
N 0.84145 2.32096 0.11677 -0.486
C 1.15976 3.44355 0.04265 0.474
N 1.51371 4.67088 -0.07845 0.049
C 2.74579 5.08988 -0.78194 -0.410
C 2.41544 6.28447 -1.67126 -0.723
O 1.80150 7.30655 -0.92015 -0.357
C 0.56745 6.90409 -0.37438 -0.668
C 0.77004 5.75361 0.60667 -0.486
H 3.13268 4.25900 -1.36942 0.404
H 3.48173 5.38674 -0.03095 0.260
H 1.77013 5.96859 -2.50032 0.368
H 3.33608 6.69973 -2.07576 0.361
H -0.13058 6.60574 -1.16654 0.356
H 0.16010 7.76214 0.15656 0.372
H -0.18362 5.36868 0.96540 0.449
H 1.37093 6.09854 1.45125 0.273

***

3.
20
Properties=species:S:1:pos:R:3:mulliken_charge:R:1 method="wB97M-V/def2-TZVPD" multiplicity=1 e_above_lowest_kcal_mol=192.2 total_charge=-2 energy_ev=-17616.82989
C -0.08948 -1.31550 0.24669 -0.473
C -0.31691 -0.15021 0.37916 0.338
O -0.66223 1.09839 0.74299 -0.277
C -2.01007 1.11364 0.94797 0.483
O -2.48903 1.27954 2.02331 -0.466
O -2.70541 1.03923 -0.22217 -0.234
C -3.72156 0.11223 -0.26165 -0.011
C -3.92248 -0.91925 0.55904 -0.691
H 0.09781 -2.34166 0.05657 0.341
H -4.40032 0.26847 -1.09026 0.358
H -3.66344 -0.93190 1.60784 0.284
H -4.43393 -1.77644 0.13755 0.254
O 2.40117 -1.08497 -1.02320 -0.890
C 3.57215 -0.37703 -1.02340 -0.430
C 3.51167 1.00765 -0.26082 0.014
O 4.66760 1.72828 -0.27533 -0.961
H 3.96555 -0.11127 -2.04099 0.191
H 4.44681 -0.90516 -0.55679 0.181
H 3.13288 0.73708 0.76592 0.010
H 2.61922 1.52889 -0.71244 -0.021